ORCA calculation (ωB97M-V/def2-TZVPD) on a molecular structure, C19H11AsMoN3O15S.

Element x y z (Å)
Mo: -0.10523 0.79870 0.35409
O: -3.28531 2.82768 1.76548
C: -2.35279 2.55892 1.09713
O: -1.78215 1.31278 1.12350
C: -1.48905 3.48743 0.29067
C: -1.78173 4.80793 0.25421
C: -1.03707 5.63943 -0.60962
C: 0.00223 5.07653 -1.27032
C: 0.28700 3.71907 -1.10549
N: -0.50464 2.94034 -0.37496
H: -2.57246 5.23582 0.84356
H: -1.29129 6.68518 -0.58556
H: 0.70106 5.65573 -1.93023
H: 1.09064 3.20153 -1.65310
O: 1.68090 1.40391 3.92351
C: 1.18372 0.76534 3.04524
O: 0.89907 1.29167 1.80073
C: 0.66621 -0.61008 3.23241
C: 0.77897 -1.19642 4.54713
C: 0.40266 -2.51223 4.74165
C: 0.01765 -3.28697 3.67941
C: -0.14729 -2.72819 2.44559
C: 0.12098 -1.37877 2.20545
O: -0.04701 -0.92666 0.89411
N: -0.72554 -3.62261 1.41079
O: -1.49431 -3.09996 0.61488
O: -0.45580 -4.80568 1.44336
N: 0.35585 -3.01429 6.12618
O: -0.35607 -4.00001 6.33043
O: 1.03987 -2.49308 6.96590
H: 1.03360 -0.52213 5.33785
H: -0.17725 -4.33461 3.76277
O: 1.76953 2.03507 -3.46683
As: 1.93445 0.52504 -2.57301
O: 3.52109 0.22208 -2.36299
O: 1.26571 0.87150 -0.86751
C: 0.96626 -1.02241 -3.19278
C: 1.79872 -2.04041 -3.57633
C: 1.19866 -3.24512 -3.99633
C: -0.14274 -3.37694 -4.12723
C: -1.02652 -2.35176 -3.78030
C: -0.45806 -1.21094 -3.25013
S: -1.47985 0.06129 -2.60303
O: -0.94732 1.28506 -3.12020
O: -2.82170 -0.28424 -2.64522
O: -1.07550 0.06286 -1.11109
H: 2.70328 2.31198 -3.66297
H: 2.86361 -1.90322 -3.54711
H: 1.87666 -4.02891 -4.39804
H: -0.50255 -4.28484 -4.58270
H: -2.09914 -2.50238 -3.84291

- HOMO: -13.3829 eV
- LUMO energy: -6.65 eV
- Net charge: +1
- E: -128581.2720 eV
- Relative energy (zero: lowest compared OMol25 entry of this formula, charge and spin): 0.0 kJ/mol

Atomic partial charges in e from the Löwdin method, atoms 1 to 5: Mo 2.10; O 0.22; C -0.44; O -0.17; C -0.21

---

ORCA calculation (ωB97M-V/def2-TZVPD) on 7 unconnected molecules or ions with the total composition C22H48Br10O6.

Element x y z (Å)
C: 1.34436 -6.11191 -4.19163
O: 1.39892 -5.37871 -3.02793
C: 1.63199 -3.99281 -3.27041
C: 2.07120 -3.46770 -1.93307
O: 1.02590 -3.32149 -0.92606
C: 1.63426 -2.92786 0.33603
C: 2.20112 -1.54583 0.41482
O: 1.33364 -0.42008 0.19395
C: 0.26518 -0.36458 1.10995
H: 2.04398 -5.79599 -4.96547
H: 0.35477 -5.92290 -4.60764
H: 1.48867 -7.17640 -4.00683
H: 0.70737 -3.48508 -3.54500
H: 2.43688 -3.87942 -3.99663
H: 2.42911 -2.45572 -2.12252
H: 2.93120 -4.02293 -1.55861
H: 2.44444 -3.59539 0.62946
H: 0.92631 -3.08971 1.14889
H: 3.04062 -1.48097 -0.27737
H: 2.78522 -1.39938 1.32339
H: -0.39687 -1.22506 1.01310
H: -0.25516 0.56889 0.89553
H: 0.54912 -0.28473 2.15929
C: -3.40518 -4.74813 2.20016
O: -4.32919 -3.74226 2.44421
C: -3.74942 -2.48052 2.94957
C: -3.12140 -1.60843 1.92973
O: -2.65088 -0.41657 2.52321
C: -3.22499 0.81438 2.04820
C: -2.54119 1.96387 2.80923
O: -2.73534 1.76084 4.23953
C: -1.99420 2.62045 5.09154
H: -2.60315 -4.63984 2.93032
H: -2.89530 -4.68047 1.23915
H: -3.86898 -5.73433 2.18027
H: -3.04041 -2.59825 3.76905
H: -4.64150 -1.97740 3.32261
H: -3.72877 -1.50408 1.03067
H: -2.17508 -2.06264 1.63601
H: -4.31246 0.79998 2.12122
H: -3.06530 0.81264 0.96996
H: -3.07272 2.84842 2.45832
H: -1.49675 1.89436 2.50525
H: -0.93589 2.57250 4.83508
H: -2.03846 2.22169 6.10502
H: -2.38471 3.63804 5.08106
Br: 5.74267 -1.67123 -2.02787
C: 5.18695 0.22982 -2.36947
C: 3.70567 0.38186 -2.75376
Br: 3.15738 -0.71546 -4.35005
H: 5.70699 0.51571 -3.28376
H: 5.57165 0.85194 -1.56133
H: 3.57865 1.40865 -3.09678
H: 3.14551 0.16268 -1.84476
Br: -2.07059 0.15016 -2.11795
C: -1.78527 -1.78053 -1.86082
C: -3.19691 -2.37249 -1.94841
Br: -3.28795 -4.33855 -1.58843
H: -1.36392 -1.83386 -0.85696
H: -1.00122 -2.07465 -2.55857
H: -3.55875 -2.19823 -2.96172
H: -3.89539 -1.83440 -1.30756
Br: 1.30231 7.69719 -1.31183
C: 0.45330 6.14693 -2.28500
C: 0.37833 6.40155 -3.75698
Br: -0.94394 7.78970 -4.19332
H: -0.55011 6.02877 -1.87599
H: 1.22048 5.37409 -2.23760
H: 0.07734 5.48159 -4.25817
H: 1.26542 6.80727 -4.24334
Br: 0.25632 4.69334 3.17241
C: 1.57780 3.49160 3.95152
C: 1.78341 2.11698 3.21585
Br: 3.16413 0.99284 4.06433
H: 1.41457 3.37391 5.02279
H: 2.55717 3.93274 3.76628
H: 2.07195 2.25528 2.17387
H: 0.85992 1.53797 3.22066
Br: -2.21159 4.05764 -0.49745
C: -0.29150 3.61986 -0.14238
C: 0.46671 2.77405 -1.17315
Br: 2.32865 2.69346 -0.56038
H: -0.00378 3.32442 0.86660
H: 0.23415 4.57342 -0.19249
H: 0.38013 3.24849 -2.15064
H: 0.19241 1.72702 -1.30200

- HOMO: -9.4254 eV
- LUMO energy: -0.06 eV
- SMILES: COCCOCCOC.COCCOCCOC.BrCCBr.BrCCBr.BrCCBr.BrCCBr.BrCCBr
- E: -736297.7841 eV
- Relative energy (zero: lowest compared OMol25 entry of this formula, charge and spin): 118.2 kJ/mol

Atomic partial charges in e from the Löwdin method, atoms 1 to 5: C -0.14; O -0.18; C -0.20; C -0.19; O -0.12

---

ORCA calculation (ωB97M-V/def2-TZVPD) on a single C25H27N3O4 molecule.

Element x y z (Å)
C: -6.87465 -1.34000 -0.54824
C: -5.81482 -0.68045 0.34467
N: -4.43609 -1.05540 0.12799
C: -4.04120 -2.37712 0.58120
C: -4.16460 -3.53200 -0.42105
C: -3.88326 -0.62270 -1.13764
C: -2.35951 -0.49292 -1.07682
C: -1.94036 0.43120 0.06853
N: -0.52060 0.37990 0.30655
C: 0.08938 -0.51967 1.09409
O: -0.39766 -1.38488 1.80233
C: 1.55505 -0.27478 0.96823
O: 2.37788 -1.00134 1.71844
C: 1.76529 0.73061 0.09041
C: 2.99833 1.41014 -0.30676
O: 3.01001 2.57718 -0.66391
C: 4.23078 0.61893 -0.25374
C: 5.52458 1.06840 -0.26590
C: 6.34674 -0.08835 -0.21736
C: 7.72257 -0.32509 -0.19758
C: 8.15508 -1.63034 -0.15727
C: 7.25195 -2.69839 -0.13563
C: 5.88807 -2.49397 -0.15488
C: 5.44722 -1.17875 -0.19373
O: 4.17496 -0.74027 -0.21961
C: 0.42277 1.24256 -0.37475
C: 0.19061 2.69651 -0.01977
C: 0.52000 3.19595 1.23467
C: 0.27561 4.53323 1.49273
C: -0.29518 5.31398 0.49917
C: -0.60624 4.71027 -0.70835
N: -0.37507 3.43404 -0.96161
H: -6.63006 -1.20475 -1.59907
H: -6.95512 -2.40321 -0.33881
H: -7.84312 -0.88292 -0.35932
H: -5.87374 0.40532 0.20980
H: -6.05115 -0.89363 1.39136
H: -2.99911 -2.32140 0.91425
H: -4.64737 -2.60559 1.46067
H: -5.17262 -3.61310 -0.81821
H: -3.91733 -4.46364 0.08207
H: -3.47578 -3.40493 -1.25259
H: -4.30576 0.36238 -1.35587
H: -4.14527 -1.28945 -1.97548
H: -1.99795 -0.10080 -2.02905
H: -1.90692 -1.47198 -0.91736
H: -2.21773 1.46434 -0.15126
H: -2.44811 0.10559 0.97954
H: 1.81661 -1.61820 2.22723
H: 5.82933 2.09432 -0.29642
H: 8.41933 0.49858 -0.21530
H: 9.21363 -1.84273 -0.14172
H: 7.63502 -3.70713 -0.10251
H: 5.18671 -3.31233 -0.13701
H: 0.30979 1.15406 -1.46248
H: 0.96628 2.55420 1.97852
H: 0.52964 4.96069 2.45180
H: -0.49351 6.36229 0.65839
H: -1.06333 5.26752 -1.51558

- HOMO: -8.0825 eV
- LUMO energy: -0.40 eV
- SMILES: CCN(CC)CCCN1C(=O)C(O)=C(C(=O)c2cc3ccccc3o2)[C@@H]1c1ccccn1
- E: -39023.4884 eV
- Relative energy (zero: lowest compared OMol25 entry of this formula, charge and spin): 193.1 kJ/mol

Atomic partial charges in e from the Löwdin method, atoms 1 to 5: C -0.08; C -0.25; N -0.21; C -0.23; C -0.08

---

ORCA calculation (ωB97M-V/def2-TZVPD) on a single C4H6BrNO molecule.

Element x y z (Å)
C: 1.39000 -1.42381 -0.41868
O: 0.33348 -0.79848 0.34993
C: -0.17978 0.44138 -0.13565
C: 0.66311 1.49275 0.29255
N: 1.36412 2.33722 0.56807
C: -1.69322 0.66356 0.48954
Br: -2.57800 -1.00464 0.25604
H: 1.68331 -2.16832 0.26281
H: 2.06125 -0.69412 -0.61214
H: 1.02131 -1.84054 -1.33238
H: -0.24011 0.51789 -1.32362
H: -2.27838 1.47712 0.01613
H: -1.54708 0.99998 1.58741

- HOMO: -10.3216 eV
- LUMO energy: 0.74 eV
- SMILES: CO[C@H](C#N)CBr
- E: -77823.4342 eV
- Relative energy (zero: lowest compared OMol25 entry of this formula, charge and spin): 134.1 kJ/mol

Atomic partial charges in e from the Löwdin method, atoms 1 to 5: C -0.03; O -0.23; C -0.43; C -0.23; N 0.19